(1)
{"formula": "C10H10NO4", "method": "ωB97M-V/def2-TZVPD", "symbols": ["C", "C", "C", "C", "C", "C", "C", "C", "C", "C", "N", "O", "O", "O", "O", "H", "H", "H", "H", "H", "H", "H", "H", "H", "H"], "positions_angstrom": [[-3.040, -1.269, -0.013], [-2.163, -2.025, -0.764], [-2.593, -0.142, 0.653], [-0.882, -1.652, -0.987], [-1.266, 0.132, 0.631], [-0.346, -0.600, -0.241], [1.827, -1.461, 1.313], [2.002, -0.703, -1.214], [1.316, 2.049, -0.227], [1.085, -0.252, -0.211], [2.904, -0.847, 1.545], [3.240, -0.062, -1.059], [1.131, -2.420, 1.427], [1.890, -1.538, -2.114], [1.521, 0.881, 0.517], [-4.132, -1.568, 0.132], [-2.367, -2.932, -1.259], [-3.216, 0.372, 1.221], [-0.256, -2.165, -1.565], [-1.049, 0.956, 1.381], [2.257, 2.330, -0.533], [0.930, 2.780, 0.378], [0.704, 1.907, -1.039], [3.547, 0.090, -0.091], [3.199, -0.587, 2.460]], "atomic_forces_ev_per_a": [[-2.4, -0.9, 0.1], [-0.9, 0.1, -0.2], [2.0, -3.3, -2.6], [-0.3, 3.0, 2.9], [1.7, 1.0, 0.1], [-0.3, 2.2, 1.7], [0.9, -0.4, -0.4], [1.6, 0.1, -0.2], [0.9, -1.3, 1.0], [-0.3, -0.9, 1.0], [0.0, -0.2, -0.1], [0.9, -0.1, 0.4], [-0.3, 0.1, 0.4], [-0.3, 0.9, 0.9], [-1.9, -0.5, -0.6], [1.6, 0.2, -0.4], [-1.2, -1.0, -0.4], [-2.7, 2.4, 2.5], [2.3, -2.1, -2.3], [0.9, -1.0, -1.4], [2.2, 1.1, -1.2], [-1.1, 2.0, 1.7], [-1.6, -0.3, -2.0], [-1.7, -0.7, -1.6], [0.0, -0.3, 0.7]], "lowdin_charge": [-0.118, -0.109, -0.140, -0.034, -0.019, -0.107, -0.438, -0.483, -0.087, -0.287, 0.095, -0.011, 0.083, 0.033, -0.171, 0.108, 0.086, 0.044, 0.062, 0.129, 0.064, 0.060, 0.078, 0.114, 0.048], "orbital_gap_ev": 7.004, "energy_ha": -742.74236, "total_charge": -1, "e_homo_ev": -3.469, "de_lowest_kcal_mol": 0.0, "lumo_ha": 0.130, "multiplicity": 1}

***

(2)
{"formula": "C30H29BN6O4Zr", "method": "ωB97M-V/def2-TZVPD", "symbols": ["Zr", "O", "C", "C", "C", "C", "C", "C", "C", "N", "C", "C", "N", "C", "C", "C", "C", "C", "C", "C", "O", "H", "H", "H", "H", "H", "H", "H", "H", "H", "H", "H", "H", "H", "H", "C", "C", "O", "C", "C", "C", "C", "C", "C", "O", "H", "H", "H", "H", "H", "H", "H", "B", "N", "C", "C", "C", "N", "N", "C", "C", "C", "N", "H", "H", "H", "H", "H", "H", "H", "H"], "positions_angstrom": [[-0.749, -0.054, -0.019], [0.350, 0.725, 1.749], [0.591, 1.924, 2.174], [1.897, 2.306, 2.568], [2.159, 3.557, 3.070], [1.136, 4.502, 3.224], [-0.142, 4.165, 2.857], [-0.433, 2.904, 2.314], [-1.782, 2.462, 2.135], [-2.097, 1.432, 1.444], [-3.343, 0.773, 1.775], [-2.878, -0.407, 2.643], [-1.980, -1.164, 1.791], [-1.910, -2.435, 1.911], [-1.476, -3.261, 0.811], [-1.104, -4.599, 0.973], [-0.929, -5.419, -0.117], [-1.202, -4.916, -1.392], [-1.607, -3.614, -1.573], [-1.702, -2.721, -0.489], [-2.064, -1.469, -0.662], [2.692, 1.581, 2.440], [3.170, 3.813, 3.362], [1.348, 5.480, 3.635], [-0.948, 4.882, 2.973], [-2.558, 2.982, 2.708], [-3.827, 0.388, 0.875], [-4.030, 1.418, 2.333], [-3.720, -1.015, 2.984], [-2.348, -0.008, 3.513], [-2.345, -2.941, 2.779], [-0.948, -4.983, 1.976], [-0.618, -6.448, 0.011], [-1.102, -5.567, -2.252], [-1.834, -3.225, -2.558], [2.512, -1.683, 2.160], [1.868, -1.064, 0.950], [0.717, -1.457, 0.656], [2.648, -0.139, 0.146], [4.053, -0.245, 0.167], [4.854, 0.549, -0.610], [4.263, 1.525, -1.425], [2.903, 1.681, -1.446], [2.044, 0.862, -0.676], [0.767, 1.094, -0.723], [1.724, -2.064, 2.807], [3.121, -0.961, 2.698], [3.141, -2.523, 1.856], [4.510, -1.006, 0.787], [5.928, 0.419, -0.602], [4.885, 2.162, -2.041], [2.424, 2.432, -2.061], [-1.461, 0.004, -3.592], [-1.944, 1.235, -2.764], [-2.616, 2.239, -3.327], [-2.976, 3.145, -2.344], [-2.473, 2.592, -1.177], [-1.844, 1.431, -1.431], [-0.051, -0.458, -3.155], [0.970, -0.677, -3.995], [1.880, -1.514, -3.378], [1.322, -1.756, -2.124], [0.157, -1.115, -1.997], [-2.240, -0.902, -3.443], [-1.388, 0.368, -4.735], [-2.792, 2.252, -4.388], [-3.525, 4.063, -2.458], [-2.508, 3.020, -0.197], [0.972, -0.255, -4.986], [2.806, -1.897, -3.771], [1.683, -2.407, -1.348]], "atomic_forces_ev_per_a": [[-1.2, 1.1, 1.2], [0.2, -0.2, 0.4], [-0.1, 0.4, -0.1], [0.0, -0.2, 0.0], [-0.1, 0.0, 0.0], [0.0, 0.1, 0.0], [0.0, 0.0, -0.1], [0.3, -0.1, 0.0], [0.0, -0.1, 0.0], [-0.2, -0.1, -0.3], [-0.1, -0.2, 0.3], [-0.1, 0.1, 0.1], [0.3, -0.2, 0.3], [-0.2, 0.1, 0.0], [-0.1, 0.2, -0.4], [0.0, 0.0, 0.0], [0.0, 0.0, 0.0], [0.0, 0.0, 0.1], [0.0, 0.3, -0.2], [-0.3, -1.1, 0.2], [-0.2, -0.3, -0.4], [0.0, 0.0, 0.0], [0.0, 0.0, 0.0], [0.0, 0.0, 0.0], [0.0, 0.0, 0.0], [0.0, -0.1, 0.0], [0.0, 0.1, 0.0], [0.0, 0.0, -0.1], [0.0, 0.0, 0.0], [0.0, 0.0, 0.0], [-0.1, 0.1, 0.0], [0.0, 0.0, 0.0], [0.0, 0.0, 0.0], [0.0, 0.0, 0.0], [0.0, 0.0, 0.0], [-0.3, -0.1, 0.0], [0.5, -0.1, 0.1], [0.6, -0.1, 0.0], [-0.3, 0.3, -0.2], [0.0, -0.1, 0.1], [0.1, 0.0, 0.0], [0.0, -0.1, 0.1], [-0.2, 0.1, 0.0], [0.6, 0.0, 0.1], [0.8, 0.3, -0.3], [0.0, 0.0, 0.0], [0.0, 0.0, 0.0], [0.0, 0.0, 0.0], [0.0, 0.0, 0.0], [0.0, 0.0, 0.0], [0.0, 0.0, 0.0], [0.0, 0.0, 0.0], [-0.1, -0.2, 0.1], [0.0, 0.2, -0.2], [0.0, 0.1, 0.1], [0.0, -0.1, 0.0], [0.1, 0.2, -0.2], [-0.5, -0.1, -0.2], [0.0, -0.1, -0.2], [0.1, -0.1, 0.0], [0.0, 0.0, 0.0], [-0.1, -0.1, -0.3], [0.5, 0.1, -0.1], [0.0, -0.1, 0.0], [0.0, 0.1, -0.1], [0.0, -0.1, 0.0], [0.0, 0.0, 0.0], [0.0, -0.1, 0.1], [-0.1, 0.0, 0.0], [0.0, 0.0, 0.0], [0.0, 0.1, 0.1]], "lowdin_charge": [1.934, -0.207, -0.319, 0.002, -0.075, -0.103, -0.049, -0.138, -0.106, -0.086, -0.189, -0.173, -0.049, -0.081, -0.169, -0.049, -0.098, -0.074, -0.006, -0.357, -0.262, 0.107, 0.105, 0.097, 0.112, 0.140, 0.119, 0.119, 0.121, 0.127, 0.141, 0.111, 0.097, 0.105, 0.113, 0.021, -0.349, -0.129, -0.124, -0.036, -0.087, -0.065, 0.007, -0.322, -0.219, 0.096, 0.090, 0.101, 0.109, 0.099, 0.107, 0.123, -0.407, -0.057, -0.083, -0.051, -0.141, -0.055, -0.058, -0.075, -0.042, -0.139, -0.038, 0.066, 0.072, 0.120, 0.092, 0.088, 0.118, 0.093, 0.117], "orbital_gap_ev": 7.733, "energy_ha": -1862.22164, "e_homo_ev": -7.889, "de_lowest_kcal_mol": 39.6, "lumo_ha": -0.006, "multiplicity": 1}

***

(3)
{"formula": "C3H6N3S", "method": "ωB97M-V/def2-TZVPD", "symbols": ["C", "C", "C", "N", "N", "N", "S", "H", "H", "H", "H", "H", "H"], "positions_angstrom": [[-0.276, -1.436, 0.222], [1.128, 1.141, -0.300], [0.067, 0.766, 0.695], [0.052, -0.654, 1.149], [-0.709, -1.212, -1.016], [-0.267, 0.946, -0.705], [-0.716, -2.986, -0.304], [1.534, 2.082, -0.474], [1.846, 0.399, -0.610], [-0.532, 1.319, 1.565], [0.584, -1.001, 2.018], [-1.675, -0.857, -1.172], [-1.037, 1.492, -1.067]], "atomic_forces_ev_per_a": [[-1.4, -2.2, -1.1], [-1.6, -0.1, -0.3], [-1.7, 1.9, 1.4], [2.0, 0.5, 1.7], [-1.1, -1.0, -1.0], [0.7, -1.4, 1.8], [0.3, 0.1, 0.2], [0.5, 1.9, 0.6], [-0.2, -0.7, -0.1], [2.0, -0.4, -2.2], [-1.3, 0.9, -1.7], [0.9, -0.4, 0.3], [0.8, 0.9, 0.3]], "lowdin_charge": [-0.784, -0.023, -0.222, 0.142, -0.085, 0.014, 1.024, 0.098, 0.121, 0.204, 0.231, 0.134, 0.147], "orbital_gap_ev": 9.104, "energy_ha": -679.95709, "total_charge": 1, "e_homo_ev": -13.679, "de_lowest_kcal_mol": 96.5, "lumo_ha": -0.168, "multiplicity": 1}